No. 1
ORCA calculation (the ωB97M-V functional and the def2-TZVPD basis) on the molecule C14H25NO6S.

Geometry as XYZ:
```
47
Properties=species:S:1:pos:R:3:lowdin_charge:R:1
S -2.607 -0.797 0.597 0.94
O -0.354 -0.367 2.655 0.09
O 0.983 -2.245 0.625 0.12
O 1.444 1.488 -1.601 0.03
O 0.528 1.187 1.295 -0.03
O -0.896 -3.407 0.210 0.00
O -0.581 1.050 -2.550 0.08
N 0.451 -0.410 -1.145 0.14
C -1.944 -1.124 -1.066 -0.39
C 2.060 1.722 3.120 -0.05
C -1.315 -3.644 2.591 -0.06
C 1.540 2.858 -3.623 -0.02
C 2.867 3.353 -1.549 -0.02
C 1.836 0.951 1.828 -0.21
C -0.039 -2.428 0.014 -0.48
C -0.678 -4.251 1.351 -0.19
C 0.379 3.681 -1.540 -0.01
C 0.351 0.747 -1.841 -0.56
C -0.465 -1.521 -1.150 -0.23
C -1.761 0.749 1.055 -0.33
C -0.466 0.443 1.775 -0.57
C 1.532 2.846 -2.095 -0.57
H -1.164 -4.306 3.438 0.08
H 3.080 1.568 3.461 0.08
H 0.535 4.729 -1.780 0.09
H 1.895 2.785 2.961 0.08
H 2.846 3.365 -0.462 0.08
H 2.518 1.282 1.042 0.12
H 1.952 -0.124 2.000 0.12
H 3.674 2.701 -1.874 0.09
H 1.669 3.875 -3.981 0.09
H -0.341 -2.103 -2.079 0.17
H 0.602 2.464 -4.005 0.08
H 2.357 2.244 -3.997 0.09
H 3.057 4.359 -1.910 0.09
H -2.558 -1.950 -1.424 0.08
H 1.376 1.369 3.887 0.08
H -1.596 1.356 0.167 0.08
H 1.270 -0.541 -0.564 0.14
H 0.399 -4.382 1.492 0.12
H -2.114 -0.246 -1.689 0.07
H -0.866 -2.678 2.809 0.06
H -1.141 -5.204 1.087 0.12
H -2.381 -3.500 2.431 0.07
H 0.330 3.566 -0.459 0.09
H -0.563 3.357 -1.973 0.08
H -2.439 1.259 1.741 0.09
```

Energy relative to the best compared isomer or geometry (same formula, charge and spin), kJ/mol: 12.5
Lowest unoccupied orbital energy, hartree: 0.026
SMILES: CCOC(=O)CSC[C@@H](NC(=O)OC(C)(C)C)C(=O)OCC
Calculated total energy, Eh: -1452.915313
Frontier orbital gap, Ha: 0.3467
Net charge: 0

No. 2
ORCA calculation (the ωB97M-V functional and the def2-TZVPD basis) on a 2-piece molecular cluster, C14H26BrF2O overall in a non-equilibrium geometry.

Geometry as XYZ:
```
44
Properties=species:S:1:pos:R:3:lowdin_charge:R:1
Br -2.788 3.174 -3.327 0.50
F -1.975 -0.115 0.778 -0.19
F 3.295 1.448 0.057 -0.18
O 0.769 -1.307 3.315 -0.15
C 0.422 -2.110 -1.697 -0.14
C 0.397 -0.139 5.340 -0.19
C -0.656 1.229 -2.462 -0.31
C -0.609 1.289 -0.795 -0.21
C -0.758 -0.186 -0.115 -0.29
C 2.717 0.917 -2.327 -0.09
C -0.887 -0.813 4.933 -0.19
C 2.147 0.938 -0.784 -0.28
C -2.308 0.525 -4.541 -0.19
C 1.423 -0.892 4.522 -0.21
C -1.000 -1.445 -1.119 -0.20
C -2.194 1.255 -3.064 -0.68
C 0.902 1.950 -0.507 -0.20
C -0.642 -1.104 3.468 -0.21
H 2.611 -0.208 -2.710 0.06
H 0.595 -0.180 6.414 0.11
H -2.910 0.790 -2.264 0.09
H -1.778 -0.203 5.104 0.11
H 0.376 0.914 5.035 0.12
H 0.129 -3.237 -1.960 0.07
H -1.182 -1.990 3.121 0.12
H 1.763 -1.793 5.044 0.11
H -1.004 -1.753 5.486 0.11
H 2.296 -0.280 4.276 0.12
H -3.008 -0.411 -4.444 0.07
H 0.890 2.219 0.655 0.11
H -0.175 2.269 -2.800 0.08
H -1.466 -2.319 -0.450 0.11
H 1.999 -0.173 -0.457 0.11
H 0.033 0.404 -2.919 0.06
H -1.196 0.189 -4.815 0.08
H 3.863 1.165 -2.360 0.08
H 0.128 -0.490 0.616 0.12
H 0.776 -1.631 -2.704 0.05
H 1.068 2.955 -1.112 0.11
H 2.068 1.556 -3.086 0.07
H -2.670 1.302 -5.344 0.04
H 1.247 -2.185 -0.867 0.07
H -0.928 -0.253 2.841 0.10
H -1.779 -1.274 -1.979 0.10
```

Lowest unoccupied orbital energy, hartree: 0.113
Calculated total energy, Eh: -3397.819793
Frontier orbital gap, Ha: 0.2042
Net charge: -1

No. 3
ORCA calculation (the ωB97M-V functional and the def2-TZVPD basis) on C14H26Cl2FNO4Si2 as an isolated structure in a non-equilibrium geometry.

Geometry as XYZ:
```
50
Properties=species:S:1:pos:R:3:lowdin_charge:R:1
Cl -0.019 -1.970 -2.931 0.77
Cl -2.743 -2.175 0.331 0.73
Si -1.860 0.249 -1.545 0.40
Si 0.800 0.634 -0.416 0.49
F -2.257 0.674 1.282 -0.06
O 3.550 -1.555 0.526 -0.06
O -0.536 1.289 -4.610 0.16
O -0.468 1.137 -1.374 -0.21
O 2.181 0.978 -1.311 -0.19
N -2.205 0.192 -3.288 0.08
C -1.795 -1.549 -0.998 -0.69
C 0.641 1.237 3.742 -0.10
C -1.380 0.788 -3.956 -0.43
C 4.852 -1.458 -1.454 -0.04
C 0.945 1.601 1.202 -0.37
C 3.369 0.447 -0.754 -0.22
C -0.025 2.812 1.288 -0.09
C -3.419 1.140 0.683 -0.44
C -3.302 1.225 -0.828 -0.15
C 3.504 -1.083 -0.828 -0.41
C 0.818 0.598 2.365 -0.29
C -0.999 -3.878 -1.254 -0.14
C -1.043 -2.429 -1.614 -0.81
C -4.636 0.372 1.183 -0.07
H -0.794 2.635 2.027 0.06
H -3.162 2.253 -1.149 0.09
H 5.085 -2.455 -1.103 0.08
H -0.432 3.064 0.315 0.06
H 0.861 -0.804 -0.132 0.05
H 1.761 0.052 2.401 0.10
H 1.268 2.108 3.888 0.08
H -4.373 -0.219 2.051 0.07
H -4.184 0.830 -1.318 0.08
H -5.397 1.075 1.499 0.08
H -0.402 1.476 3.921 0.07
H -1.969 -4.335 -1.380 0.08
H 3.548 0.740 0.282 0.12
H 3.033 -2.357 0.607 0.09
H 4.839 -1.411 -2.535 0.08
H -3.559 2.153 1.045 0.13
H 2.700 -1.552 -1.384 0.11
H -0.699 -3.938 -0.216 0.07
H -0.276 -4.413 -1.856 0.07
H 1.950 2.003 1.255 0.10
H -5.085 -0.242 0.414 0.06
H 5.610 -0.807 -1.035 0.08
H 4.186 0.865 -1.332 0.12
H 0.069 -0.167 2.190 0.09
H 0.914 0.495 4.485 0.07
H 0.539 3.677 1.618 0.07
```

Lowest unoccupied orbital energy, hartree: 0.017
Calculated total energy, Eh: -2504.180448
Frontier orbital gap, Ha: 0.3654
Net charge: 0

No. 4
ORCA calculation (the ωB97M-V functional and the def2-TZVPD basis) on a 2-piece molecular cluster, C14H26F2NO6 overall in a non-equilibrium geometry.

Geometry as XYZ:
```
49
Properties=species:S:1:pos:R:3:lowdin_charge:R:1
F -4.518 0.148 -2.233 0.11
F -2.232 -0.464 -0.750 0.16
O -0.096 -0.217 -1.039 0.11
O -2.162 -4.411 -1.536 0.15
O -3.220 -2.517 -2.123 0.03
O 3.693 -0.815 1.515 -0.15
O -4.593 -0.851 -4.192 0.16
O 3.282 5.114 0.936 -0.16
N 2.772 2.105 1.203 0.08
C -4.625 -2.319 0.621 -0.07
C -2.183 -3.218 -1.677 -0.47
C -4.753 -3.449 -0.397 -0.18
C 3.505 2.845 0.114 -0.08
C -5.545 -2.003 -2.314 -0.02
C 3.589 1.466 2.304 -0.07
C 4.458 0.322 1.811 -0.21
C 3.157 -0.855 0.199 -0.07
C -0.926 -2.402 -1.420 0.04
C -1.056 -0.945 -1.069 -0.45
C -4.850 -0.887 -3.017 -0.46
C 2.820 5.156 2.280 -0.08
C 4.198 4.098 0.616 -0.20
C -4.534 -3.061 -1.836 -0.25
H -5.143 -2.634 1.516 0.08
H -0.429 -2.887 -0.596 0.14
H -5.092 -1.401 0.308 0.07
H -6.102 -1.598 -1.484 0.12
H 2.702 6.198 2.564 0.10
H -0.263 -2.444 -2.267 0.14
H 4.884 3.901 1.446 0.13
H 2.114 -0.515 0.208 0.06
H 3.738 -0.247 -0.501 0.09
H 5.095 0.605 0.967 0.13
H 5.123 0.049 2.631 0.14
H -4.680 -3.920 -2.471 0.16
H -6.250 -2.417 -3.014 0.14
H 2.191 1.378 0.775 0.15
H 3.160 -1.886 -0.147 0.10
H 2.745 3.115 -0.618 0.15
H -4.108 -4.256 -0.093 0.11
H -5.763 -3.828 -0.341 0.13
H 4.206 2.153 -0.345 0.12
H 4.804 4.475 -0.209 0.14
H 3.521 4.682 2.972 0.09
H 2.098 2.749 1.622 0.15
H 4.180 2.250 2.771 0.12
H 1.833 4.681 2.364 0.09
H -3.607 -2.136 0.922 0.07
H 2.862 1.094 3.024 0.15
```

Lowest unoccupied orbital energy, hartree: -0.101
Calculated total energy, Eh: -1254.721085
Frontier orbital gap, Ha: 0.3730
Net charge: +1

No. 5
ORCA calculation (the ωB97M-V functional and the def2-TZVPD basis) on a 2-piece molecular cluster, C14H26FN4O5 overall in a non-equilibrium geometry.

Geometry as XYZ:
```
50
Properties=species:S:1:pos:R:3:lowdin_charge:R:1
F -1.905 0.414 4.757 0.06
O -3.845 -1.093 0.167 0.17
O -4.943 -2.647 5.805 0.20
O -4.541 -1.605 3.846 0.08
O -2.058 -0.209 -0.748 -0.06
O -3.183 -1.240 5.604 0.14
N 1.828 2.274 -1.128 0.13
N 1.647 1.326 0.859 0.09
N 1.839 -0.189 -2.474 0.02
N 1.736 -0.101 -1.085 0.13
C 0.695 3.002 -0.448 -0.08
C -3.624 -0.582 3.467 -0.07
C -1.744 1.175 -0.402 -0.14
C -4.332 0.020 -1.829 0.03
C -3.420 -0.463 -0.717 -0.54
C 1.745 1.049 -0.530 -0.34
C -2.508 -0.769 4.460 -0.32
C 3.907 -1.461 -3.180 -0.19
C 2.399 -1.506 -2.875 -0.18
C 4.757 -0.814 -2.070 -0.24
C -0.759 1.101 0.784 -0.09
C -4.294 -1.907 5.152 -0.53
C 0.389 2.167 0.826 -0.21
C 4.580 -1.463 -0.661 -0.09
H -1.345 1.626 -1.314 0.11
H 4.554 0.264 -2.059 0.09
H -4.107 0.394 3.566 0.15
H 4.226 -2.503 -3.308 0.12
H 3.935 -2.347 -0.714 0.07
H 4.043 -0.751 -0.023 0.05
H -0.336 0.102 0.885 0.11
H 5.818 -0.916 -2.314 0.11
H 1.786 2.270 -2.143 0.14
H 0.265 2.792 1.706 0.15
H -3.296 -0.710 2.437 0.11
H 2.252 -2.269 -2.096 0.11
H 1.827 -1.868 -3.732 0.13
H 0.934 -0.050 -2.917 0.14
H -2.680 1.628 -0.064 0.14
H -5.032 0.738 -1.391 0.10
H 1.050 4.012 -0.211 0.13
H -4.906 -0.823 -2.213 0.10
H -0.102 3.192 -1.173 0.11
H -1.353 1.254 1.691 0.12
H -3.778 0.525 -2.624 0.08
H 5.530 -1.688 -0.183 0.08
H 4.083 -0.949 -4.131 0.11
H -1.751 -1.495 4.157 0.17
H 1.634 -0.910 -0.469 0.19
H 2.383 2.004 1.060 0.14
```

Lowest unoccupied orbital energy, hartree: -0.127
Calculated total energy, Eh: -1243.841462
Frontier orbital gap, Ha: 0.3505
Net charge: +1

No. 6
ORCA calculation (the ωB97M-V functional and the def2-TZVPD basis) on a 2-piece molecular cluster, C14H26N7O5 overall in a non-equilibrium geometry.

Geometry as XYZ:
```
52
Properties=species:S:1:pos:R:3:lowdin_charge:R:1
O -5.070 -1.980 -0.647 0.09
O -3.597 3.797 -2.027 -0.10
O 2.037 -1.428 3.439 0.07
O -6.022 2.056 0.936 0.10
O 4.825 0.174 1.179 0.06
N 2.626 -2.694 1.669 0.08
N -5.489 0.027 0.244 0.23
N 5.052 -1.559 2.577 0.03
N 0.469 0.612 -2.174 0.10
N -4.501 -0.249 -1.901 0.13
N -1.398 0.751 -3.464 0.21
N -0.985 2.388 -2.006 0.25
C 3.278 -1.645 0.850 -0.18
C 2.061 -2.508 2.869 -0.57
C -5.053 -0.775 -0.762 -0.53
C 6.166 -1.013 3.353 -0.04
C 2.194 -0.681 0.309 -0.14
C -0.632 1.249 -2.535 -0.48
C -4.876 1.976 -1.108 -0.10
C -4.740 3.470 -1.216 -0.17
C 2.600 0.109 -0.950 -0.17
C -4.444 1.131 -2.105 -0.01
C 4.455 -0.929 1.559 -0.46
C 1.544 1.160 -1.323 -0.15
C -5.493 1.378 0.077 -0.42
C 1.432 -3.720 3.516 0.01
H -6.031 -0.375 0.995 0.19
H -5.657 3.893 -1.643 0.14
H 5.817 -0.171 3.955 0.09
H 0.644 -0.284 -2.597 0.15
H 3.734 -2.141 -0.006 0.16
H 6.577 -1.779 4.013 0.09
H 4.657 -2.435 2.869 0.12
H 1.056 -3.437 4.499 0.09
H 0.605 -4.072 2.903 0.09
H 2.177 -4.506 3.627 0.08
H 1.934 0.022 1.103 0.12
H -4.435 -0.902 -2.675 0.16
H -4.608 3.908 -0.218 0.13
H 1.297 -1.254 0.067 0.12
H -3.566 4.769 -2.139 0.12
H -4.066 1.552 -3.033 0.11
H 2.763 -0.576 -1.783 0.12
H 2.580 -3.630 1.293 0.15
H 6.950 -0.660 2.680 0.09
H -1.148 -0.113 -3.911 0.14
H 3.529 0.644 -0.776 0.11
H 1.133 1.590 -0.407 0.12
H -1.896 2.800 -2.176 0.09
H -2.124 1.326 -3.843 0.12
H -0.407 2.777 -1.282 0.13
H 2.046 1.958 -1.874 0.13
```

Energy relative to the best compared isomer or geometry (same formula, charge and spin), kJ/mol: 0.0
Lowest unoccupied orbital energy, hartree: -0.102
Calculated total energy, Eh: -1308.452820
Frontier orbital gap, Ha: 0.3248
Net charge: +1

No. 7
ORCA calculation (the ωB97M-V functional and the def2-TZVPD basis) on C14H26N7PdS as an isolated structure in a non-equilibrium geometry.

Geometry as XYZ:
```
49
Properties=species:S:1:pos:R:3:lowdin_spin:R:1
Pd 11.742 4.270 10.992 0.12
S 12.380 4.138 13.143 0.09
N 9.027 6.189 11.099 0.00
N 9.961 3.037 11.396 0.00
N 5.854 4.297 9.315 0.00
N 11.626 4.572 9.086 0.17
N 13.600 4.826 10.542 0.47
N 14.895 4.277 13.852 0.02
N 14.530 4.751 11.596 0.20
C 7.974 5.808 12.046 0.00
C 6.586 5.627 11.447 0.00
C 11.586 4.740 6.372 0.04
C 13.967 4.783 9.279 0.34
C 14.056 4.398 12.835 0.02
C 8.550 3.271 11.826 0.00
C 12.821 4.638 8.402 0.13
C 6.432 4.272 10.735 0.00
C 12.770 4.702 7.014 0.12
C 10.371 4.711 7.062 0.17
C 15.416 4.888 8.860 0.04
C 8.335 4.505 12.768 0.00
C 10.452 4.657 8.427 0.03
C 7.676 3.392 10.587 0.00
H 15.621 4.075 8.177 0.01
H 8.249 3.820 9.776 0.00
H 5.853 5.569 12.304 0.00
H 8.723 6.103 10.119 0.00
H 8.219 2.418 12.498 0.00
H 9.898 5.660 11.234 0.00
H 7.928 6.578 12.829 0.00
H 16.026 4.804 9.748 0.00
H 9.974 2.488 10.519 0.00
H 15.582 5.853 8.357 0.02
H 13.686 4.852 6.483 0.00
H 6.607 4.339 8.584 0.00
H 9.631 4.584 9.134 0.00
H 10.396 2.400 12.071 0.00
H 7.277 2.381 10.334 0.00
H 11.587 4.734 5.298 0.00
H 15.444 5.180 11.463 0.00
H 6.296 6.479 10.821 0.00
H 9.430 4.656 6.505 0.01
H 9.200 4.575 13.465 0.00
H 15.908 4.430 13.784 0.00
H 5.235 5.133 9.250 0.00
H 5.288 3.459 9.181 0.00
H 14.512 4.139 14.763 0.00
H 7.493 4.220 13.470 0.00
H 5.617 3.701 11.292 0.00
```

Expectation value of S²: 2.022
Energy relative to the best compared isomer or geometry (same formula, charge and spin), kJ/mol: 256.8
Lowest unoccupied orbital energy (alpha / beta), hartree: -0.353 / -0.479
2S+1: 3
Calculated total energy, Eh: -1457.366241
Frontier orbital gap (alpha / beta), Ha: 0.2219 / 0.1701
Net charge: +3

No. 8
ORCA calculation (the ωB97M-V functional and the def2-TZVPD basis) on C14H26NPPb as an isolated structure in a non-equilibrium geometry.

Geometry as XYZ:
```
43
Properties=species:S:1:pos:R:3:lowdin_charge:R:1
Pb -1.949 0.744 2.322 1.13
P 0.859 2.506 0.457 0.75
N 1.056 -2.227 -0.354 -0.29
C 1.519 3.976 1.210 -0.28
C -1.388 1.467 -0.681 -0.37
C -1.649 -0.930 -0.528 -0.28
C 1.853 2.040 -0.948 -0.27
C 2.068 -2.521 0.635 -0.10
C -2.117 -0.947 -1.848 -0.07
C -1.415 0.299 0.100 -0.30
C -1.453 -1.121 3.408 -0.42
C 1.514 -1.609 -1.566 -0.10
C -0.152 -3.011 -0.370 -0.19
C -1.848 1.443 -2.006 -0.06
C -0.807 2.768 -0.144 -0.35
C -2.247 0.231 -2.570 -0.09
C -1.433 -2.274 0.118 -0.14
H -1.404 -2.206 1.204 0.06
H -0.323 -3.376 -1.397 0.12
H 1.177 1.039 1.597 0.00
H -0.732 3.528 -0.934 0.09
H 0.862 4.329 2.010 0.04
H 0.674 -1.162 -2.115 0.08
H -2.283 -1.828 3.213 -0.02
H 1.591 -2.906 1.550 0.08
H 2.144 2.905 -1.549 0.04
H -1.426 -0.853 4.484 -0.03
H 2.504 3.769 1.646 0.05
H 2.786 1.574 -0.595 0.04
H -2.271 -2.947 -0.133 0.12
H -2.412 -1.910 -2.290 0.12
H 1.629 4.775 0.469 0.04
H 1.325 1.345 -1.608 0.03
H 2.228 -0.799 -1.313 0.07
H 2.032 -2.317 -2.239 0.08
H -0.498 -1.579 3.113 -0.02
H -2.631 0.212 -3.594 0.10
H 2.661 -1.620 0.844 0.07
H 0.443 0.817 1.734 -0.09
H 0.018 -3.886 0.277 0.12
H -1.867 2.369 -2.573 0.10
H -1.416 3.201 0.672 0.06
H 2.776 -3.305 0.294 0.08
```

Energy relative to the best compared isomer or geometry (same formula, charge and spin), kJ/mol: 4.6
Lowest unoccupied orbital energy, hartree: -0.014
Calculated total energy, Eh: -1137.773456
Frontier orbital gap, Ha: 0.2142
Net charge: 0